Record 1
Computed, not measured: a structure of composition C37H35N4OPdSi, with ωB97M-V/def2-TZVPD.

Geometry as ORCA input:
```
! wB97M-V def2-TZVPD RIJCOSX def2/J DEFGRID3
* xyz -1 1
C 1.1703 -1.2260 2.0899
C 3.5970 0.2692 -1.9113
H 1.3483 -2.1883 -3.7058
C 2.9787 -5.9535 2.0574
H 0.5786 5.7491 -4.3738
H 4.4669 0.7500 -3.8147
H 1.4423 0.3527 0.1870
H -6.8409 1.1848 -0.8461
C 0.2410 5.0450 -3.6217
H -3.9438 -1.0741 0.8969
H 3.4221 -4.1858 3.2093
H 4.2101 0.9565 -1.3411
H 0.7639 -3.3521 2.5134
C 2.9186 -0.7379 -3.9579
C -0.9885 5.2237 -2.9994
H -1.5647 1.0811 2.4170
Pd 0.3594 -2.4242 -0.7617
C 3.2403 -2.2505 1.2761
C -3.9148 2.4578 0.3031
H -2.1282 -1.1093 2.6211
H 4.0392 -1.9733 0.5847
C -1.1289 2.0741 2.4984
N 2.7527 -4.1917 -0.0741
C -1.8214 -3.3448 -0.4449
C -0.8910 2.6099 3.7568
H -0.1222 -2.1805 3.4821
H 1.9841 3.7966 -3.7706
C -0.3283 3.8765 3.8767
C -2.0644 -1.7358 1.7378
C 0.2384 -2.3993 2.4722
C 2.6384 -0.4892 -1.2466
C 2.3616 -0.2533 0.2155
N 1.8555 -1.3564 -1.9049
C -3.5132 0.8058 -1.3765
C -0.2556 4.0440 1.4747
C -0.8181 2.7744 1.3272
C 3.1831 -4.5951 2.2349
C 2.6442 -6.4169 0.7972
C -0.9435 -2.5122 1.5450
H -1.7829 -4.1116 -1.2059
H 3.1850 0.3277 0.6614
C 0.5880 3.0510 -2.3184
C -0.0107 4.5925 2.7311
H -2.8151 0.2055 -1.9530
C -4.8807 0.6105 -1.5190
C -3.0002 1.7362 -0.4665
H 3.6051 -2.0253 2.2923
C -1.4184 4.3166 -2.0369
H 2.4577 -7.4666 0.6114
C 2.5450 -5.4918 -0.2335
N 2.0629 -1.4574 0.9641
H 0.5193 -0.3973 1.8070
H -3.6876 -2.5132 -1.1185
Si -1.1102 1.9186 -0.3545
H 0.0003 4.6184 0.5890
H 2.2741 -5.8092 -1.2349
H 1.1867 2.1798 -2.0679
C 3.7359 0.1538 -3.2823
N -0.8280 -3.3831 0.4888
H -1.1428 2.0423 4.6457
H 0.4293 5.5802 2.8125
C 3.0467 -3.7432 1.1436
H -5.2536 -0.1206 -2.2280
H 1.7490 -0.9119 2.9772
C 1.0288 3.9520 -3.2805
H -0.1387 4.2988 4.8564
H -5.9751 2.8330 0.7896
H 3.0655 -6.6377 2.8929
C -2.9403 -2.5083 -0.3332
C -5.2872 2.2654 0.1731
H -2.3873 4.4653 -1.5668
C -0.6400 3.2175 -1.6697
C -3.0829 -1.7208 0.7806
H 2.9801 -0.8669 -5.0302
C 2.0035 -1.4739 -3.2249
C -5.7733 1.3407 -0.7420
O -0.3110 0.5889 -0.5365
H -1.6145 6.0675 -3.2683
H -3.5496 3.1759 1.0317
*
```

Summary:
**Energy above the lowest of the compared OMol25 structures with the same formula, charge and spin**: 7.5 kcal/mol
**Kohn-Sham gap**: 0.2144 hartree



Record 2
Computed, not measured: a structure of composition C37H35O3P2STi, with ωB97M-V/def2-TZVPD.

Geometry as ORCA input:
```
! wB97M-V def2-TZVPD RIJCOSX def2/J DEFGRID3
* xyz 2 2
P 1.1328 1.7281 0.5960
C -0.9226 3.0195 -2.7237
H 3.4767 -1.6280 3.8803
C -0.2796 -4.5589 -1.9435
H 1.9348 1.0620 3.2973
C 0.1173 3.7736 2.2687
H 3.9047 -0.5232 2.4989
O 2.2963 -3.6675 1.8761
H -1.5108 0.3980 -5.6511
C 0.9131 2.4531 4.6033
C -2.1094 -1.1441 1.6239
H 5.3361 1.8595 -2.0031
C -2.2107 -2.0175 0.5154
H -0.2121 3.9718 5.6532
S 2.2996 -2.2356 1.8838
C 0.2599 -5.8948 0.4793
H 0.3510 -6.3814 -2.9157
C -2.5333 -0.4921 -3.9731
H 0.8488 -7.5605 -0.7646
C -4.5637 -2.3162 0.9137
H -3.0245 3.4686 -2.9185
H -3.1893 -0.1933 3.2260
H -0.1806 4.2987 1.3563
H -2.0660 0.0745 -0.5441
H 1.1148 2.4396 -2.2678
C -2.5186 2.8329 -0.9192
C -1.4894 2.4659 -0.0491
C 2.7945 3.8958 0.1290
H 1.2269 1.9453 5.5155
H -3.2805 -1.3590 -2.1514
Ti 0.4261 -0.6330 0.8107
H 2.0820 4.4571 0.7332
C 0.0219 -1.1835 -3.0671
H -5.5200 -2.7632 0.6344
H 0.7564 -0.3138 -4.9094
C 4.7608 3.8120 -1.2755
C 4.6206 2.4241 -1.3999
H 3.9596 5.6288 -0.3919
C -4.4746 -1.4787 2.0336
C 0.1886 -5.8759 -1.9564
H 0.4839 -6.3959 1.4213
C -3.2574 -0.8731 2.3752
C -0.2224 -4.5910 0.4968
H -1.7286 2.1922 0.9864
C 0.1186 3.5977 4.6852
C -0.1212 -0.5312 -4.2890
C -0.4575 -3.9075 -0.7108
H -3.5372 -0.2523 -4.3454
C -2.2324 3.1424 -2.2488
C -0.2531 4.2758 3.5188
H -3.4931 -3.2164 -0.7602
C -0.1666 2.3715 -0.5210
H 3.4493 0.6822 -0.8615
P -0.7985 -2.1489 -0.6179
C 0.1012 2.5937 -1.8827
C -1.1135 -1.4875 -2.2749
H -3.5401 2.8740 -0.5236
H 5.5778 4.3280 -1.7847
H 4.5765 -2.1837 2.5587
O 1.0281 -1.5605 2.4864
H 1.0152 -1.4708 -2.7125
C -3.4345 -2.5862 0.1350
C 2.6274 2.5141 -0.0346
H -1.1734 -0.5182 1.8303
C 1.2996 1.9501 3.3622
H -5.3540 -1.2908 2.6533
C 0.4628 -6.5379 -0.7497
H -0.8370 5.1944 3.5649
O 2.2335 -1.5425 0.5041
H -0.6978 3.2545 -3.7636
H -0.4952 -4.0279 -2.8732
C 0.8435 2.5781 2.1880
C -2.3909 -1.1420 -2.7469
C 3.5652 1.7651 -0.7703
C 3.7054 -1.5615 2.8028
H -2.5294 0.4381 -0.0253
C 3.8544 4.5471 -0.5015
H -0.4456 -4.1012 1.4436
C -1.4007 -0.1612 -4.7189
*
```

Summary:
**Kohn-Sham gap (spin up / spin down)**: 0.2585 / 0.2685 hartree
**⟨S²⟩**: 0.756



Record 3
Computed, not measured: a structure of composition C37H36ClMoN2P2S, with ωB97M-V/def2-TZVPD.

Geometry as ORCA input:
```
! wB97M-V def2-TZVPD RIJCOSX def2/J DEFGRID3
* xyz 3 3
C 3.7441 -3.1386 -1.4774
P 0.3699 -0.9783 -2.2367
C -4.9035 0.4113 3.9686
C -2.6989 1.3193 4.0087
C -2.4540 -2.0717 -5.0255
H 2.7023 3.0451 4.8371
H -2.6228 -1.9150 -6.0767
C 0.3559 0.1019 3.9566
Mo -0.4376 0.2391 -0.2279
C -1.3279 -1.5194 -4.4147
C -4.7316 0.1545 2.5982
H -0.7752 6.8644 0.3616
H 1.2663 -0.9232 5.6220
C 2.6914 1.6014 -5.2880
H -0.6347 -0.9056 -4.9807
N 2.8095 -1.3280 2.8560
H 2.8354 0.9339 6.1527
H -5.8392 0.1509 4.4847
C -0.7903 3.1323 1.4478
H -0.3391 -0.7133 3.7438
H 2.2340 -1.6376 -4.4331
C -3.3468 -2.8265 -4.2750
H 3.5050 -0.2664 -6.0373
H 3.2653 -1.8740 3.5988
H -3.4601 0.3334 0.8120
C 3.3563 -4.4740 -1.6464
C 1.2476 0.0321 -3.4725
H -1.9199 1.7906 4.6010
C 2.1079 -0.5599 -4.4086
P -0.9007 1.3066 1.8193
H -1.2521 -1.0654 -0.8296
C 2.0302 2.2238 4.6079
N 1.8174 -3.2491 1.8808
C 0.1846 4.9495 0.1796
H -4.0142 1.2627 5.7609
C 2.0953 1.0393 5.3495
C -3.5610 0.4906 1.8955
C -1.7755 4.0038 1.9129
C 2.8366 0.2091 -5.3135
H 2.3531 -3.8677 2.4712
C 1.1156 2.3349 3.5545
H 4.7665 -2.9074 -1.1892
C 0.2140 1.3059 3.2608
C -1.7568 5.3425 1.5416
H -5.5544 -0.3091 2.0710
Cl -1.7132 1.9628 -1.5013
C 1.2596 -0.0225 5.0085
C 1.5419 -2.3771 -2.1720
H 4.0548 -5.2906 -1.4324
H -2.5456 3.6289 2.5707
H 0.9380 5.3011 -0.5023
H 0.1419 -3.9508 -2.6441
C -0.7923 5.8236 0.6749
C 2.0572 -4.7561 -2.0782
H 1.2549 -3.5614 1.0895
C 1.1412 1.4249 -3.4290
S 1.4191 -0.9252 0.6709
H 1.1071 3.2606 2.9795
C 2.0405 -1.9107 1.9364
H -3.8368 -3.6111 -2.3114
H -1.9322 -0.9683 -0.2932
H 1.0103 2.9427 0.2261
C 0.2127 3.6145 0.5924
C -1.9964 -2.5320 -2.3132
C -1.0625 -1.8020 -3.0812
H 1.7445 -5.7840 -2.2483
C 1.1558 -3.7100 -2.3132
C -3.1386 -3.0395 -2.9118
H 1.6928 3.2836 -4.3615
H -2.4980 6.0203 1.9481
H -4.2367 -3.2377 -4.7318
H 0.4869 1.9035 -2.6938
H -1.8576 -2.6943 -1.2339
C 2.8467 -2.1115 -1.7254
C 1.8328 2.2029 -4.3516
H 2.8273 -0.3540 2.8742
H 3.2408 2.2236 -6.0001
H 3.1846 -1.0803 -1.6021
C -2.5090 1.0562 2.6401
C -3.8804 1.0207 4.6982
*
```

Summary:
**Energy above the lowest of the compared OMol25 structures with the same formula, charge and spin**: 31.9 kcal/mol
**Kohn-Sham gap (spin up / spin down)**: 0.1874 / 0.1251 hartree
**⟨S²⟩**: 2.042